Below is 2 unconnected molecules or ions with the total composition C3H3O4 at a distorted geometry, with properties calculated with ωB97M-V/def2-TZVPD.

Each line ends with the Mulliken charge.
Cartesian coordinates (Å):
C: 1.35 -1.18 -0.06  -0.015
C: -0.40 0.12 -0.66  -0.501
C: -1.43 -0.65 -0.20  0.684
O: -1.74 -1.79 -0.55  -0.711
O: -2.21 0.07 0.70  -0.560
O: 2.08 -0.71 0.78  -0.499
O: -0.14 1.30 0.16  -0.403
H: 1.26 -2.18 -0.32  0.306
H: 0.72 1.10 0.59  0.297
H: -1.59 0.79 0.83  0.401

frontier orbital gap	0.2524	Eh
LUMO level	0.1476	Eh
calculated total energy	-11346.7573	eV
total charge	-1
energy relative to the best compared isomer or geometry (same formula, charge and spin)	375.8	kJ/mol